i:
{"formula": "C2H3N3O", "method": "ωB97M-V/def2-TZVPD", "symbols": ["O", "N", "N", "N", "C", "C", "H", "H", "H"], "positions_angstrom": [[-0.87112, -0.17490, 2.18967], [-1.04998, 0.63298, -0.96643], [-1.68176, 1.19001, -1.71638], [-1.33092, -0.13563, 1.06493], [-0.40010, 0.04827, 0.02081], [1.05287, -0.31135, -0.11019], [1.15900, -1.40188, -0.11375], [1.44324, 0.06259, -1.06211], [1.67875, 0.08991, 0.69346]], "charge": 0, "orbital_gap_ev": [8.7, 8.7], "lumo_ev": [-0.231, -0.231]}



ii:
{"formula": "C2H3N3O", "method": "ωB97M-V/def2-TZVPD", "symbols": ["O", "N", "N", "N", "C", "C", "H", "H", "H"], "positions_angstrom": [[0.46382, -0.72529, -1.72274], [1.66028, -0.47550, -1.59063], [1.59038, 0.21821, 0.38324], [-0.55841, 0.43176, 1.61476], [-0.63359, -0.69140, -1.09033], [0.46057, 0.18985, 0.75255], [-0.27734, 0.43284, 2.58370], [-1.46587, -1.00704, -1.74404], [-1.36758, -0.13696, 1.44240]], "charge": 0, "orbital_gap_ev": [8.5, 8.5], "lumo_ev": [-0.306, -0.305]}



Which one sits at the bottom of the stability order? ii does.



i:
{"formula": "C11H14N2", "method": "ωB97M-V/def2-TZVPD", "symbols": ["N", "N", "C", "C", "C", "C", "C", "C", "C", "C", "C", "C", "C", "H", "H", "H", "H", "H", "H", "H", "H", "H", "H", "H", "H", "H", "H"], "positions_angstrom": [[-1.32255, -1.85303, -2.26621], [0.22925, -1.22829, -0.82700], [2.23230, 1.15871, 0.82817], [-0.50118, -0.10869, -1.14463], [-1.95867, 0.38714, -3.18937], [0.86474, 1.42297, 1.01716], [-1.44962, 0.99486, 1.91729], [0.57368, -0.49192, 2.34513], [-0.32775, -2.24609, -1.52352], [-1.35617, -0.47649, -2.14226], [2.68024, -0.05256, 1.29440], [1.91252, -0.78373, 2.22747], [0.00279, 0.66767, 1.78527], [-1.41409, 1.33560, -3.28092], [-1.96763, 0.65524, 2.80786], [2.39920, -1.60125, 2.73870], [-1.79398, -0.10440, -4.14633], [-0.16530, 0.89463, -0.98506], [-0.03090, -1.08403, 3.02761], [1.16360, -1.10776, -0.47365], [0.46306, 2.29355, 0.50445], [-1.56890, 2.05902, 1.71186], [-1.95963, 0.52127, 1.06628], [3.61911, -0.54998, 1.07564], [-2.97508, 0.77162, -3.08547], [2.71993, 1.80678, 0.13425], [-0.06896, -3.28086, -1.41708]], "smiles": "Cc1c[nH]cn1.Cc1ccccc1", "charge": 0, "orbital_gap_ev": 9.2, "lumo_ev": 0.820}



ii:
{"formula": "C11H14N2", "method": "ωB97M-V/def2-TZVPD", "symbols": ["N", "N", "C", "C", "C", "C", "C", "C", "C", "C", "C", "C", "C", "H", "H", "H", "H", "H", "H", "H", "H", "H", "H", "H", "H", "H", "H"], "positions_angstrom": [[2.90403, 2.07245, 0.65101], [1.43108, 2.12222, 2.25828], [-1.00229, -2.21097, -0.32676], [-2.08366, -0.66551, -1.86772], [0.76214, 2.15153, 1.04485], [-2.15512, -1.70819, -0.94263], [0.23337, -1.74313, -0.76083], [-0.83614, -0.11710, -2.19022], [1.70047, 2.05803, 0.01196], [2.70591, 1.94242, 1.98244], [0.31148, -0.73148, -1.71331], [-1.03131, -3.06834, 0.92794], [-0.71037, 2.21825, 0.91674], [-3.11132, -2.11461, -0.66129], [-1.11437, 2.09542, -0.09262], [3.81746, 2.17230, 0.24681], [1.53165, 1.79781, -1.01262], [-3.02054, -0.32160, -2.27239], [-1.10107, 1.26232, 1.35395], [-0.17461, -2.88127, 1.56589], [1.07721, -2.36172, -0.42217], [-1.10396, -4.11345, 0.60260], [-1.93870, -2.79728, 1.48514], [3.49589, 1.75914, 2.69420], [-0.77940, 0.73671, -2.84426], [1.29710, -0.60336, -2.15347], [-1.10492, 3.04939, 1.51848]], "smiles": "Cc1c[nH]cn1.Cc1ccccc1", "charge": 0, "orbital_gap_ev": 9.1, "lumo_ev": 0.865}



Which one sits at the bottom of the stability order? i does.



i:
{"formula": "C3H4INO2", "method": "ωB97M-V/def2-TZVPD", "symbols": ["I", "O", "O", "N", "C", "C", "C", "H", "H", "H", "H"], "positions_angstrom": [[-4.25616, -0.21569, 0.06438], [-1.75154, -1.82574, -0.27511], [-2.64542, 2.48162, -0.59698], [-2.39220, 0.40711, 0.41209], [-2.00065, 1.65084, -0.03499], [-1.23114, -0.91177, 0.20170], [0.19741, -0.94267, 0.63618], [0.74672, -0.01102, 0.80484], [-0.85595, 1.74496, 0.18309], [0.43410, -1.68610, 1.45862], [0.85014, -1.52940, -0.07975]], "smiles": "CC(=O)N(I)C=O", "charge": 0, "orbital_gap_ev": 9.2, "lumo_ev": 0.067}



ii:
{"formula": "C3H4INO2", "method": "ωB97M-V/def2-TZVPD", "symbols": ["I", "O", "O", "N", "C", "C", "C", "H", "H", "H", "H"], "positions_angstrom": [[3.65137, -2.00447, 1.44149], [2.82314, 0.79620, 1.03861], [1.47700, -1.29579, -1.85102], [1.50142, -1.65288, -0.68121], [2.67872, -0.33084, 0.86485], [-0.15937, 0.13580, -0.24602], [0.76788, -1.07690, 0.27180], [-1.21014, -0.25670, -0.23508], [0.37716, -1.71650, 1.05364], [-0.09105, 1.11564, 0.38940], [0.24436, 0.30201, -1.32210]], "charge": 0, "orbital_gap_ev": [7.4, 7.4], "lumo_ev": [-1.006, -1.006]}



Which one sits at the bottom of the stability order? ii does.



i:
{"formula": "C3H10OSi2", "method": "ωB97M-V/def2-TZVPD", "symbols": ["Si", "Si", "O", "C", "C", "C", "H", "H", "H", "H", "H", "H", "H", "H", "H", "H"], "positions_angstrom": [[-0.10937, -1.25453, 1.46776], [-1.94675, -0.07198, 2.17274], [-0.14099, -2.54344, 0.68004], [0.39340, 0.38285, -1.29143], [1.31586, -0.26123, -2.26833], [0.70544, 1.42244, -0.53758], [2.16258, 0.38264, -2.49298], [1.66602, 1.90343, -0.61375], [0.00790, 1.85695, 0.15895], [1.17694, -0.68725, 1.90666], [0.78566, -0.49572, -3.18973], [1.68582, -1.19910, -1.85324], [-0.58365, -0.07837, -1.20249], [-2.96225, 0.09397, 1.12251], [-1.57551, 1.28669, 2.61838], [-2.58109, -0.73735, 3.32248]], "smiles": "O=[SiH][SiH3].C=CC", "charge": 0, "orbital_gap_ev": 9.6, "lumo_ev": -0.338}



ii:
{"formula": "C3H10OSi2", "method": "ωB97M-V/def2-TZVPD", "symbols": ["Si", "Si", "O", "C", "C", "C", "H", "H", "H", "H", "H", "H", "H", "H", "H", "H"], "positions_angstrom": [[2.97441, -0.09430, -0.44154], [0.26472, -1.06483, -0.62879], [1.49804, -0.41629, 0.38810], [-1.98871, 0.02286, 0.85556], [-1.22007, 0.17349, -0.51800], [-2.40433, 1.17493, 1.53368], [-0.73062, 1.20918, -0.51373], [3.61509, 1.04854, 0.24723], [0.64186, -1.20738, -2.03617], [-1.88590, 0.14212, -1.43109], [-2.22552, -0.96349, 1.35825], [3.93099, -1.20062, -0.37105], [-0.14790, -2.41064, -0.16449], [2.81669, 0.29890, -1.84155], [-1.95372, 2.16446, 1.20659], [-3.18501, 1.12307, 2.35699]], "charge": 0, "orbital_gap_ev": 10.2, "lumo_ev": 0.979}



Which one sits at the bottom of the stability order? i does.



i:
{"formula": "C5H10N2O2", "method": "ωB97M-V/def2-TZVPD", "symbols": ["O", "O", "N", "N", "C", "C", "C", "C", "C", "H", "H", "H", "H", "H", "H", "H", "H", "H", "H"], "positions_angstrom": [[1.34035, 1.41144, 1.38263], [-1.19382, -0.88068, 2.42993], [0.43957, 0.12328, -0.70441], [-1.87637, -0.36939, -0.59120], [-0.55506, -0.76994, -0.44848], [0.07950, 1.35748, -1.36706], [1.69383, 0.42868, 0.49575], [-0.19192, -1.31441, 2.03907], [-0.27412, -2.01431, 0.07910], [0.99224, 1.84650, -1.71471], [-0.54708, 1.15854, -2.23850], [0.71341, -2.42614, -0.02651], [-2.07694, 0.59896, -0.39158], [2.42761, 0.72273, -0.25492], [-1.07921, -2.71706, 0.23428], [1.09213, 2.21294, 0.90665], [-0.46195, 2.06783, -0.71909], [-2.54021, -0.98642, -0.14683], [2.01805, -0.45001, 1.03588]], "charge": 0, "orbital_gap_ev": 7.6, "lumo_ev": 0.594}



ii:
{"formula": "C5H10N2O2", "method": "ωB97M-V/def2-TZVPD", "symbols": ["O", "O", "N", "N", "C", "C", "C", "C", "C", "H", "H", "H", "H", "H", "H", "H", "H", "H", "H"], "positions_angstrom": [[0.25149, -2.60829, -1.39219], [0.18622, 2.71204, 0.70010], [-0.26896, -0.89448, 0.06600], [-0.13384, -1.81431, 1.12462], [-0.06265, -1.44499, -1.20826], [-0.52687, 0.49293, 0.35116], [0.69475, 1.43297, 0.42504], [-0.00487, -1.45596, 2.33540], [-0.29026, -0.45183, -2.36698], [0.15996, -0.37866, 2.70673], [-1.33632, 0.86335, -0.38746], [-1.38398, -0.25721, -2.56988], [0.05475, -2.33456, 2.97586], [0.15353, -0.88511, -3.27735], [1.36292, 1.14586, 1.29996], [-1.05711, 0.47004, 1.33264], [1.23025, 1.42697, -0.49296], [0.14454, 0.54731, -2.26646], [0.82643, 3.43393, 0.64403]], "smiles": "C=NN(CCO)C(C)=O", "charge": 0, "orbital_gap_ev": 9.9, "lumo_ev": 0.593}



iii:
{"formula": "C5H10N2O2", "method": "ωB97M-V/def2-TZVPD", "symbols": ["O", "O", "N", "N", "C", "C", "C", "C", "C", "H", "H", "H", "H", "H", "H", "H", "H", "H", "H"], "positions_angstrom": [[0.10940, -0.37704, -3.18667], [0.94010, -1.70679, 0.67440], [-0.03256, 1.25836, -0.07813], [-0.43056, 1.23486, 1.21451], [0.49991, 1.89521, 2.09760], [0.14468, -2.05911, -0.40464], [-1.07903, -1.03432, -0.64435], [-0.39201, 0.31201, -0.89359], [0.11382, 0.48283, -2.30985], [-0.28250, -3.02051, -0.29239], [0.71364, -2.14846, -1.33690], [0.59374, 3.00130, 1.68468], [0.10582, 1.77129, 3.10385], [0.40721, 1.56455, -2.48723], [-0.52308, 0.34042, 1.62526], [-1.59852, -1.26344, -1.58134], [0.98847, -0.71732, 0.62229], [-1.78818, -1.07627, 0.17964], [1.50964, 1.54243, 2.01287]], "smiles": "CN/N=C(/C=O)CCO", "charge": 0, "orbital_gap_ev": 9.4, "lumo_ev": 0.010}



iv:
{"formula": "C5H10N2O2", "method": "ωB97M-V/def2-TZVPD", "symbols": ["O", "O", "N", "N", "C", "C", "C", "C", "C", "H", "H", "H", "H", "H", "H", "H", "H", "H", "H"], "positions_angstrom": [[1.10364, -1.22307, -0.66996], [2.34347, 1.46934, -1.08657], [2.07075, -1.10234, 1.42473], [2.19856, -0.64560, 0.13157], [-0.16609, 0.70261, -0.32915], [1.98719, 0.75096, 0.05551], [-0.09442, -0.51994, -0.67371], [-0.97560, 1.78714, 0.14322], [-1.21229, -1.44183, -0.93924], [-0.83631, -2.50001, -0.71929], [-0.89730, 1.72893, 1.24946], [2.26888, -2.10546, 1.56037], [-0.63979, 2.78067, -0.02713], [-2.03646, -1.10650, -0.25891], [1.35274, -0.81894, 2.10614], [1.95271, 1.18167, -1.89205], [-1.76391, -1.47682, -1.91473], [-2.00556, 1.72549, -0.19591], [2.40517, 1.34821, 0.80267]], "charge": 0, "orbital_gap_ev": 9.0, "lumo_ev": 0.863}



Which one sits at the bottom of the stability order? iv does.